1.
2 unconnected molecules or ions with the total composition C2H5NO, computed with the ωB97M-V functional and the def2-TZVPD basis.

```
9
Properties=species:S:1:pos:R:3
C -0.974 0.767 0.450
N 0.069 1.374 0.059
C 0.946 -1.182 -0.223
O 1.833 -1.373 0.562
H -1.002 0.384 1.472
H -1.852 0.555 -0.170
H -0.102 -1.497 -0.032
H -0.009 1.649 -0.921
H 1.092 -0.676 -1.198
```

For the energy above the lowest of the compared OMol25 structures with the same formula, charge and spin, the calculation gives 245.36 kJ/mol. The calculation puts the LUMO energy at 0.858 eV. The value obtained for the gap between HOMO and LUMO is 0.4002 Eh. As for the SMILES: C=N.C=O. As for the net charge: 0. The HOMO energy is -10.030 eV.

2.
A molecular structure, C19H35AsN10Ru, computed with the ωB97M-V functional and the def2-TZVPD basis.

```
66
Properties=species:S:1:pos:R:3
Ru 0.102 -0.397 -0.453
C -0.039 1.059 -4.484
C 0.192 0.762 -3.040
N -0.225 -0.302 -2.445
C -1.098 -1.315 -3.025
C -0.971 -2.615 -2.218
N -0.708 -2.412 -0.746
C -1.922 -2.570 0.088
C -2.759 -1.323 -0.082
N -1.935 -0.128 0.271
C -2.008 0.160 1.754
C -0.651 -0.012 2.449
N 0.282 0.516 1.467
C 0.674 1.743 1.492
C 0.524 2.676 2.653
C 1.115 2.263 0.163
C 1.680 3.495 -0.139
C 1.821 3.845 -1.476
C 1.370 2.993 -2.480
C 0.825 1.770 -2.124
N 0.749 1.431 -0.822
H -1.088 1.323 -4.648
H 0.180 0.189 -5.104
H 0.565 1.889 -4.837
H -0.901 -1.509 -4.080
H -2.114 -0.918 -2.961
H -0.153 -3.215 -2.615
H -1.880 -3.203 -2.352
H -0.045 -3.129 -0.476
H -1.605 -2.684 1.126
H -2.493 -3.459 -0.188
H -3.656 -1.366 0.537
H -3.096 -1.218 -1.112
H -2.345 0.670 -0.203
H -2.755 -0.486 2.213
H -2.350 1.187 1.879
H -0.419 -1.061 2.627
H -0.656 0.515 3.404
H 0.800 2.198 3.592
H -0.514 3.009 2.744
H 1.133 3.567 2.530
H 1.980 4.183 0.638
H 2.256 4.800 -1.739
H 1.435 3.298 -3.515
N 4.741 -0.551 -3.102
N 3.655 -1.047 -2.447
N 3.385 -2.330 -2.440
C 2.364 -2.378 -1.598
N 2.048 -1.168 -1.117
N 2.904 -0.313 -1.692
H 5.069 -1.214 -3.794
H 4.592 0.399 -3.411
H 1.922 -3.311 -1.296
C 3.612 -2.503 2.140
As 3.584 -0.634 1.690
C 3.507 0.336 3.352
C 5.248 -0.204 0.818
H 4.499 -2.653 2.761
H 3.694 -3.111 1.243
H 2.723 -2.770 2.706
H 4.378 0.013 3.928
H 2.599 0.080 3.894
H 3.565 1.408 3.177
H 5.993 -0.112 1.612
H 5.170 0.734 0.274
H 5.522 -1.012 0.142
```

For the energy above the lowest of the compared OMol25 structures with the same formula, charge and spin, the calculation gives 63.55 kJ/mol. As for the spin multiplicity: 2. The calculation puts the LUMO energy (spin up / spin down) at -8.907 / -11.088 eV. The value obtained for the gap between HOMO and LUMO (spin up / spin down) is 0.2722 / 0.1907 Eh. As for the net charge: +3. The HOMO energy (spin up / spin down) is -16.314 / -16.277 eV.

3.
A molecular structure, C6H28BaN2O6, computed with the ωB97M-V functional and the def2-TZVPD basis.

```
43
Properties=species:S:1:pos:R:3
N 3.667 -1.174 -1.081
H 3.814 -0.870 -2.033
H 2.756 -1.516 -0.809
H 3.952 -0.469 -0.417
H 4.244 -1.998 -0.990
N -0.474 -2.227 2.717
H -0.252 -1.404 3.258
H -1.436 -2.100 2.437
H -0.347 -3.026 3.321
H 0.148 -2.169 1.923
Ba 1.810 1.375 2.125
O 1.385 -1.120 0.772
C 0.415 -1.009 -0.241
C -0.860 0.013 0.025
O -0.581 1.330 0.483
H 0.094 -2.032 -0.438
H 1.041 -0.797 -1.108
H -1.450 -0.466 0.806
H -1.581 0.072 -0.790
C 1.919 -4.605 0.732
O 2.801 -3.593 1.174
H 1.759 -4.388 -0.324
H 2.355 -5.604 0.733
H 1.082 -4.869 1.378
H 2.311 -2.769 1.209
C 1.704 3.680 -1.259
O 1.361 3.318 0.094
H 1.572 2.796 -1.883
H 1.127 4.426 -1.806
H 2.757 3.959 -1.301
H 0.586 2.763 -0.017
C -2.138 2.737 -2.431
O -1.703 3.400 -1.179
H -1.333 2.058 -2.712
H -3.121 2.274 -2.334
H -2.133 3.512 -3.197
H -1.387 2.665 -0.649
C -4.646 1.157 0.631
O -3.578 1.978 0.993
H -4.979 1.446 -0.366
H -4.374 0.116 0.801
H -5.429 1.400 1.349
H -2.862 1.730 0.403
```

As for the spin multiplicity: 2. The calculation puts the LUMO energy (spin up / spin down) at -10.260 / -13.368 eV. The value obtained for the gap between HOMO and LUMO (spin up / spin down) is 0.3041 / 0.1623 Eh. As for the net charge: +3. The HOMO energy (spin up / spin down) is -18.534 / -17.785 eV.